Entry 1:
Entry from the Open Molecules 2025 dataset: the ion C5H11N2 with charge +1 (wB97M-V/def2-TZVPD).

Each line ends with the natural charge from an NBO analysis.
Cartesian coordinates (Å):
N1 -2.122 -0.308 -0.045  -0.831
C1 -0.779 -0.386 -0.116  0.164
C2 -0.135 0.440 -1.261  -0.268
N2 1.091 1.059 -0.747  -0.478
C3 1.328 0.667 0.608  -0.266
C4 0.146 -0.051 1.157  -0.251
C5 0.008 -1.435 0.614  -0.419
H1 -2.492 -0.727 0.765  0.380
H2 -2.691 -0.806 -0.733  0.387
H3 0.079 -0.275 -2.159  0.242
H4 -0.963 1.105 -1.573  0.270
H5 1.106 2.044 -0.745  0.442
H6 1.842 0.932 -1.338  0.437
H7 1.741 1.557 1.209  0.251
H8 2.186 0.008 0.748  0.240
H9 -0.286 0.141 2.108  0.257
H10 0.679 -2.045 0.279  0.216
H11 -0.738 -1.920 1.229  0.227

Multiplicity: 1
HOMO-LUMO gap (eV): 9.48
Electronic energy (eV): -8334.5942
ΔE to the lowest compared entry with this formula, charge and spin (kcal per mole): 58.22
LUMO (eV): -3.40
Structure (SMILES): N[C@@]12C[NH2+]C[C@@H]1C2
Total charge: +1



Entry 2:
Entry from the Open Molecules 2025 dataset: a structure of composition C9H6N5STl (wB97M-V/def2-TZVPD).

Each line ends with the natural charge from an NBO analysis.
Cartesian coordinates (Å):
Tl1 -1.774 1.790 -1.389  0.930
N1 0.961 1.472 -3.566  -0.687
C1 1.294 0.944 -2.343  0.331
N2 0.588 0.988 -1.264  -0.638
C2 1.207 0.183 -0.267  0.338
C3 0.589 -0.165 0.914  -0.267
C4 1.272 -1.079 1.712  -0.085
C5 2.551 -1.538 1.347  -0.021
C6 3.201 -1.060 0.208  -0.216
C7 2.448 -0.253 -0.606  -0.157
S1 2.872 0.212 -2.220  0.526
H1 0.217 2.164 -3.493  0.414
H2 1.798 1.722 -4.115  0.442
H3 -0.394 0.207 1.197  0.257
H4 0.733 -1.463 2.603  0.270
H5 3.046 -2.299 1.930  0.265
H6 4.132 -1.423 -0.148  0.268
N3 -3.254 0.622 0.672  -0.471
C8 -3.882 0.096 1.508  0.517
N4 -4.632 -0.381 2.572  -0.332
C9 -5.913 -0.463 2.408  0.393
N5 -7.058 -0.279 2.339  -0.077

Multiplicity: 1
HOMO-LUMO gap (alpha / beta) (eV): 7.68 / 5.63
Electronic energy (eV): -32389.5194
LUMO (alpha / beta) (eV): -9.22 / -11.22
Total charge: +2



Entry 3:
Entry from the Open Molecules 2025 dataset: a structure of composition C38H55BBr2N8O4PSeTi (wB97M-V/def2-TZVPD).

Each line ends with the Löwdin charge.
Cartesian coordinates (Å):
Ti1 0.124 0.219 0.141  1.007
C1 -0.333 -0.292 5.514  0.008
C2 -0.807 -0.686 4.139  -0.238
C3 -1.795 -1.560 3.784  0.049
C4 -1.840 -1.549 2.380  -0.180
N1 -0.916 -0.668 1.912  0.050
N2 -0.308 -0.142 3.019  0.021
B1 0.851 0.829 2.845  -0.538
N3 0.305 2.109 2.168  0.028
N4 -0.599 1.966 1.137  0.028
C5 -1.240 3.198 0.997  -0.168
C6 -0.587 4.088 1.827  0.029
C7 0.288 3.371 2.605  -0.237
C8 0.980 3.829 3.849  0.015
C9 -2.619 3.417 0.417  -0.510
C10 -3.520 3.983 1.555  -0.031
C11 -3.234 2.089 0.005  -0.028
C12 -2.663 4.469 -0.707  -0.014
N5 1.828 0.133 1.822  -0.137
N6 1.650 -1.173 1.349  0.077
C13 2.861 -1.740 1.341  -0.193
C14 3.833 -0.783 1.764  0.032
C15 3.174 0.363 2.042  -0.355
C16 3.791 1.648 2.448  -0.017
C17 3.238 -3.177 1.127  -0.497
C18 2.161 -4.059 0.473  -0.036
C19 4.516 -3.347 0.262  -0.016
C20 3.535 -3.752 2.540  -0.034
C21 -2.750 -2.431 1.576  -0.527
C22 -3.768 -1.579 0.792  -0.058
C23 -1.939 -3.348 0.636  -0.052
C24 -3.553 -3.365 2.475  -0.063
H1 -0.774 -0.971 6.240  0.089
H2 -0.660 0.720 5.731  0.088
H3 0.742 -0.338 5.543  0.075
H4 -2.389 -2.155 4.460  0.118
H5 1.389 1.097 3.866  0.127
H6 -0.930 5.098 2.012  0.132
H7 0.817 4.897 3.972  0.094
H8 2.031 3.650 3.809  0.063
H9 0.583 3.284 4.706  0.094
H10 -3.570 3.271 2.369  0.092
H11 -4.526 4.053 1.145  0.089
H12 -3.203 4.974 1.866  0.083
H13 -3.081 1.371 0.818  0.079
H14 -2.729 1.713 -0.891  0.063
H15 -4.297 2.199 -0.212  0.105
H16 -2.103 5.364 -0.430  0.091
H17 -3.667 4.812 -0.869  0.084
H18 -2.255 4.078 -1.642  0.071
H19 4.897 -0.898 1.885  0.132
H20 4.827 1.614 2.120  0.096
H21 3.758 1.835 3.533  0.099
H22 3.300 2.499 1.964  0.076
H23 1.154 -3.934 0.879  0.078
H24 2.430 -5.107 0.561  0.094
H25 2.083 -3.822 -0.583  0.043
H26 4.378 -3.028 -0.760  0.060
H27 4.761 -4.415 0.171  0.104
H28 5.339 -2.835 0.688  0.066
H29 2.650 -3.752 3.190  0.093
H30 4.327 -3.235 3.103  0.089
H31 3.819 -4.796 2.448  0.085
H32 -3.236 -0.907 0.119  0.036
H33 -4.301 -0.912 1.454  0.088
H34 -4.477 -2.173 0.239  0.076
H35 -1.315 -2.818 -0.098  0.043
H36 -2.655 -3.998 0.101  0.094
H37 -1.290 -3.996 1.205  0.079
H38 -4.097 -2.841 3.260  0.085
H39 -2.928 -4.120 2.963  0.097
H40 -4.301 -3.858 1.836  0.097
C25 0.912 4.499 -1.832  -0.019
C26 0.082 3.619 -2.705  -0.348
C27 -0.226 4.037 -4.030  0.016
C28 -1.078 3.297 -4.790  -0.004
C29 -1.586 2.107 -4.251  -0.177
C30 -2.585 1.316 -4.860  -0.570
Br1 -3.386 1.801 -6.543  0.793
C31 -2.968 0.152 -4.285  -0.172
C32 -2.400 -0.353 -3.102  -0.560
Br2 -2.932 -2.083 -2.588  0.929
C33 -1.486 0.449 -2.446  -0.311
O1 -0.928 0.077 -1.259  -0.252
C34 -1.090 1.693 -2.999  -0.175
N7 -0.263 2.444 -2.266  0.126
H41 0.620 5.535 -1.949  0.087
H42 1.986 4.363 -2.031  0.093
H43 0.731 4.179 -0.810  0.054
H44 0.172 4.958 -4.407  0.119
H45 -1.367 3.583 -5.803  0.097
H46 -3.696 -0.456 -4.819  0.099
C35 0.093 -4.465 -2.522  -0.092
O2 0.317 -3.230 -1.820  -0.417
P1 1.124 -1.998 -2.461  0.800
O3 0.216 -1.847 -3.814  -0.381
C36 0.837 -1.612 -5.128  -0.061
O4 2.413 -2.796 -3.021  -0.339
C37 3.648 -2.074 -3.237  -0.114
H47 -0.842 -4.879 -2.177  0.078
H48 0.900 -5.149 -2.277  0.087
H49 0.015 -4.311 -3.605  0.090
H50 0.069 -1.909 -5.843  0.091
H51 1.729 -2.245 -5.225  0.074
H52 1.101 -0.550 -5.192  0.067
H53 4.440 -2.814 -3.154  0.088
H54 3.818 -1.286 -2.512  0.061
H55 3.687 -1.627 -4.223  0.079
Se1 2.337 1.210 -0.733  0.831
C38 2.187 1.294 -2.569  -0.744
N8 2.236 1.395 -3.718  0.119

Multiplicity: 1
HOMO-LUMO gap (alpha / beta) (eV): 6.58 / 6.58
Electronic energy (eV): -298921.4913
LUMO (alpha / beta) (eV): -4.17 / -4.17
Total charge: +1



Entry 4:
Entry from the Open Molecules 2025 dataset: a cluster of 2 separate species, C3H6O in total (wB97M-V/def2-TZVPD).

Each line ends with the natural charge from an NBO analysis.
Cartesian coordinates (Å):
C1 0.220 1.730 2.952  -0.382
C2 -0.806 2.425 2.489  -0.384
H1 0.153 1.131 3.851  0.189
H2 1.170 1.682 2.438  0.193
H3 -1.793 2.405 2.926  0.194
H4 -0.702 2.987 1.568  0.191
C3 0.406 -3.095 -4.077  0.275
O1 0.594 -1.918 -3.917  -0.489
H5 1.314 -3.739 -4.096  0.100
H6 -0.554 -3.609 -4.136  0.114

Multiplicity: 1
HOMO-LUMO gap (eV): 11.05
Electronic energy (eV): -5253.7735
ΔE to the lowest compared entry with this formula, charge and spin (kcal per mole): 44.30
LUMO (eV): 0.89
Structure (SMILES): C=C.C=O



Entry 5:
Entry from the Open Molecules 2025 dataset: a cluster of 31 separate species, H62O31 in total (wB97M-V/def2-TZVPD).

Each line ends with the Löwdin charge.
Cartesian coordinates (Å):
O1 11.780 7.305 -7.251  -0.043
H1 12.073 8.217 -7.255  0.017
H2 11.026 7.293 -7.840  -0.017
O2 11.488 6.669 -4.092  -0.031
H3 12.112 6.626 -3.368  0.068
H4 12.026 6.588 -4.879  0.038
O3 8.998 10.869 -3.476  -0.028
H5 9.587 11.542 -3.134  0.063
H6 8.124 11.162 -3.220  0.014
O4 9.315 5.328 -6.001  -0.022
H7 9.987 5.436 -5.327  0.023
H8 9.574 5.931 -6.697  0.004
O5 4.934 10.470 -10.367  -0.039
H9 4.267 9.847 -10.082  -0.023
H10 4.854 10.489 -11.321  0.048
O6 9.343 7.099 -8.478  -0.037
H11 8.925 6.291 -8.777  0.011
H12 8.814 7.799 -8.861  0.024
O7 3.362 3.634 -5.124  -0.041
H13 3.933 3.887 -5.850  -0.027
H14 2.783 2.969 -5.496  0.047
O8 5.292 5.062 -3.194  -0.024
H15 5.550 4.925 -2.283  0.063
H16 4.496 4.541 -3.299  0.034
O9 3.001 11.218 -4.992  -0.041
H17 3.568 11.736 -5.563  0.027
H18 2.946 10.363 -5.419  0.009
O10 8.164 12.570 -9.042  -0.053
H19 9.110 12.503 -9.165  0.032
H20 7.885 11.678 -8.834  -0.045
O11 3.548 8.608 -9.059  -0.023
H21 2.671 8.870 -9.339  0.067
H22 3.406 8.127 -8.244  0.036
O12 7.890 5.038 -9.682  -0.022
H23 7.827 4.087 -9.774  0.067
H24 7.800 5.371 -10.574  0.068
O13 10.652 9.234 -11.113  -0.053
H25 9.804 9.104 -10.689  -0.032
H26 11.072 8.375 -11.079  0.027
O14 7.928 8.754 -10.640  -0.036
H27 7.534 9.374 -10.027  0.004
H28 7.223 8.540 -11.251  0.059
O15 11.225 12.332 -5.164  -0.036
H29 10.507 12.246 -5.791  0.030
H30 11.441 11.431 -4.922  -0.039
O16 4.202 8.037 -5.296  -0.034
H31 4.651 7.394 -4.747  0.040
H32 3.932 7.545 -6.071  0.013
O17 5.926 9.930 -4.368  -0.038
H33 6.548 9.746 -5.071  0.026
H34 5.130 9.463 -4.623  -0.007
O18 4.810 6.324 -7.215  -0.053
H35 4.940 5.376 -7.191  -0.009
H36 5.593 6.685 -6.801  0.005
O19 6.615 6.027 -5.282  -0.054
H37 6.023 5.493 -4.752  0.008
H38 7.447 5.554 -5.263  0.035
O20 5.062 5.780 -10.153  -0.057
H39 5.819 5.462 -9.661  -0.022
H40 4.615 6.373 -9.549  -0.008
O21 12.397 9.873 -4.832  -0.025
H41 13.120 9.272 -4.650  0.065
H42 12.477 10.554 -4.163  0.052
O22 9.733 10.459 -7.361  -0.032
H43 9.848 9.820 -6.657  -0.019
H44 8.819 10.361 -7.628  -0.001
O23 7.365 8.284 -6.505  -0.044
H45 8.269 8.181 -6.207  -0.002
H46 6.912 7.510 -6.169  -0.011
O24 6.441 11.401 -2.180  -0.057
H47 6.040 11.029 -2.965  -0.020
H48 5.737 11.897 -1.763  0.043
O25 7.060 10.234 -8.432  -0.064
H49 6.977 9.459 -7.877  0.026
H50 6.169 10.578 -8.499  0.063
O26 12.529 10.653 -7.985  -0.053
H51 12.437 11.047 -7.118  -0.002
H52 11.632 10.460 -8.258  -0.007
O27 4.904 3.664 -7.306  -0.021
H53 4.975 3.112 -8.085  0.090
H54 5.463 3.236 -6.658  0.082
O28 8.219 5.977 -1.298  -0.055
H55 7.894 5.750 -2.170  0.005
H56 8.720 6.782 -1.431  -0.013
O29 7.194 13.247 -5.544  -0.044
H57 7.511 14.044 -5.970  0.033
H58 6.403 13.014 -6.030  0.019
O30 9.620 8.762 -5.400  -0.037
H59 10.220 8.044 -5.200  0.030
H60 9.805 9.422 -4.732  0.029
O31 9.507 8.294 -2.392  -0.038
H61 9.199 8.995 -2.967  -0.005
H62 9.969 7.692 -2.975  -0.002

Multiplicity: 1
HOMO-LUMO gap (eV): 9.56
Electronic energy (eV): -64482.2841
ΔE to the lowest compared entry with this formula, charge and spin (kcal per mole): 74.64
LUMO (eV): -0.76



Entry 6:
Entry from the Open Molecules 2025 dataset: a cluster of 2 separate species, C3H8O in total (wB97M-V/def2-TZVPD).

Each line ends with the natural charge from an NBO analysis.
Cartesian coordinates (Å):
C1 1.862 -0.844 0.082  -0.740
C2 0.732 0.136 0.145  0.443
O1 0.266 0.571 1.166  -0.523
H1 1.497 -1.832 0.382  0.248
H2 2.385 -0.884 -0.865  0.225
H3 2.523 -0.636 0.925  0.243
H4 0.343 0.477 -0.831  0.104
C3 -2.379 0.254 -0.980  -0.853
H5 -3.037 -0.366 -0.379  0.218
H6 -2.951 0.513 -1.869  0.211
H7 -1.941 1.112 -0.488  0.225
H8 -1.605 -0.391 -1.399  0.199

Multiplicity: 1
HOMO-LUMO gap (eV): 10.99
Electronic energy (eV): -5287.5133
ΔE to the lowest compared entry with this formula, charge and spin (kcal per mole): 14.69
LUMO (eV): 1.05
Structure (SMILES): CC=O.C



Entry 7:
Entry from the Open Molecules 2025 dataset: a structure of composition C15H16ClIrN3O5S2 (wB97M-V/def2-TZVPD).

Each line ends with the Mulliken spin population.
Cartesian coordinates (Å):
Ir1 -0.168 0.296 0.372  2.507
S1 0.288 2.545 1.268  0.468
C1 -0.174 2.396 2.937  0.036
C2 -0.148 3.562 3.708  -0.015
C3 -0.449 3.537 5.051  0.004
C4 -0.789 2.335 5.664  0.018
C5 -0.830 1.178 4.919  -0.018
C6 -0.524 1.178 3.555  0.033
S2 -0.533 -0.359 2.742  0.450
H1 0.129 4.488 3.225  -0.003
H2 -0.413 4.448 5.631  0.001
H3 -1.010 2.307 6.722  0.002
H4 -1.086 0.233 5.373  -0.004
C7 1.360 -3.460 -1.468  0.001
O1 1.331 -2.528 -2.543  0.003
C8 0.517 -1.464 -2.403  0.023
O2 -0.320 -1.337 -1.526  0.003
N1 0.678 -0.602 -3.435  0.002
N2 0.186 0.719 -3.399  0.007
H5 1.409 -4.456 -1.905  0.000
H6 0.466 -3.347 -0.854  0.000
H7 2.245 -3.266 -0.860  0.000
H8 1.498 -0.718 -4.015  0.001
H9 -0.782 0.686 -3.080  -0.001
H10 0.700 1.247 -2.684  -0.007
O3 1.844 0.574 -0.984  0.046
N3 2.465 -0.386 -0.480  -0.003
O4 3.556 -0.707 -0.894  0.008
O5 1.906 -1.016 0.430  0.046
Cl1 -3.551 5.356 -3.211  0.005
C9 -3.188 3.932 -2.283  0.070
C10 -3.107 2.702 -2.919  -0.040
C11 -2.854 1.573 -2.173  0.073
C12 -2.662 1.634 -0.777  -0.071
C13 -2.405 0.462 0.012  0.272
C14 -2.765 2.907 -0.171  0.094
C15 -3.019 4.038 -0.908  -0.036
H11 -3.242 2.640 -3.990  -0.002
H12 -2.843 0.605 -2.658  -0.001
H13 -2.649 -0.472 -0.487  0.011
H14 -2.823 0.517 1.014  0.007
H15 -2.629 2.983 0.897  0.013
H16 -3.082 5.004 -0.426  -0.001

Multiplicity: 5
HOMO-LUMO gap (alpha / beta) (eV): 6.31 / 6.26
Electronic energy (eV): -67551.2362
ΔE to the lowest compared entry with this formula, charge and spin (kcal per mole): 9.90
LUMO (alpha / beta) (eV): 2.82 / 1.54
Total charge: -1



Entry 8:
Entry from the Open Molecules 2025 dataset: a structure of composition C20H29GeN3OY (wB97M-V/def2-TZVPD).

Each line ends with the Löwdin charge.
Cartesian coordinates (Å):
Y1 0.346 -0.337 0.386  1.702
O1 -2.747 -2.376 -1.380  0.170
C1 -2.139 -1.523 -0.807  -0.434
N1 -0.825 -1.101 -1.162  -0.158
C2 -0.149 -1.984 -2.137  -0.144
C3 1.066 -2.670 -1.556  -0.252
C4 1.613 -3.779 -2.172  0.031
C5 2.786 -4.325 -1.676  0.032
C6 3.396 -3.750 -0.563  -0.003
C7 2.799 -2.663 0.017  -0.106
N2 1.650 -2.118 -0.457  -0.074
C8 -2.716 -0.813 0.389  -0.186
C9 -4.064 -0.887 0.641  0.058
C10 -4.567 -0.241 1.766  0.043
C11 -3.699 0.440 2.607  0.008
C12 -2.355 0.461 2.301  -0.091
N3 -1.853 -0.149 1.207  -0.063
H1 0.177 -1.400 -3.003  0.120
H2 -0.853 -2.726 -2.514  0.137
H3 1.116 -4.216 -3.028  0.145
H4 3.224 -5.196 -2.148  0.142
H5 4.311 -4.150 -0.149  0.136
H6 3.227 -2.207 0.902  0.121
H7 -4.696 -1.445 -0.036  0.147
H8 -5.626 -0.276 1.986  0.144
H9 -4.054 0.946 3.494  0.137
H10 -1.653 0.973 2.949  0.123
C13 1.230 3.966 -5.654  -0.078
C14 1.256 2.446 -5.742  -0.209
C15 1.857 1.765 -4.470  -0.272
C16 0.782 1.819 -3.357  -0.294
Ge1 1.893 1.249 -1.912  1.071
C17 2.896 2.244 -0.594  -0.287
C18 3.915 2.808 -1.640  -0.256
C19 3.448 4.113 -2.283  -0.265
C20 4.478 4.628 -3.284  -0.073
H11 0.993 4.383 -6.631  0.094
H12 2.203 4.368 -5.361  0.071
H13 0.470 4.338 -4.963  0.079
H14 1.889 2.120 -6.569  0.127
H15 0.261 2.035 -5.921  0.120
H16 2.766 2.318 -4.211  0.081
H17 2.138 0.735 -4.692  0.110
H18 -0.068 1.168 -3.553  0.085
H19 0.417 2.818 -3.115  0.082
H20 2.781 0.092 -2.390  0.029
H21 3.353 1.584 0.143  0.072
H22 2.329 3.016 -0.079  0.085
H23 4.199 2.067 -2.404  0.105
H24 4.830 2.956 -1.056  0.155
H25 3.281 4.853 -1.498  0.130
H26 2.481 3.981 -2.780  0.082
H27 5.437 4.815 -2.799  0.094
H28 4.148 5.565 -3.728  0.094
H29 4.644 3.910 -4.091  0.082

Multiplicity: 1
HOMO-LUMO gap (eV): 6.22
Electronic energy (eV): -85259.8371
ΔE to the lowest compared entry with this formula, charge and spin (kcal per mole): 64.83
LUMO (eV): -12.50
Total charge: +3